1.
The following is a quantum chemistry calculation of the molecule C5H8 in a non-equilibrium geometry, from the Open Molecules 2025 dataset.

```
13
Properties=species:S:1:pos:R:3:forces:R:3
C -0.64248 -1.92976 1.31231 0.74 -4.68 1.42
C -0.52077 -0.83127 0.88837 -0.52 1.09 -0.21
C -0.27875 0.44007 0.26409 -0.16 1.96 -1.25
C -0.82982 0.41444 -1.24481 -2.07 -3.41 1.80
C 1.22445 0.59995 0.23741 3.48 1.14 0.12
H -0.47113 -3.03394 1.64273 -0.79 2.91 -0.73
H -0.65848 1.33075 0.87456 0.05 -1.33 -0.87
H -0.60234 -0.73704 -1.57236 -0.51 3.10 0.23
H -0.41834 1.16258 -1.86168 0.86 0.65 -0.71
H -1.98638 0.56188 -1.27727 2.00 -0.44 0.18
H 1.69210 0.50921 1.25686 -0.68 -0.24 -0.78
H 1.81854 -0.08311 -0.42699 -1.06 0.01 0.57
H 1.67341 1.59623 -0.09321 -1.36 -0.76 0.21
```
Positions in Å, forces in eV/Å.

Summary:
HOMO = -10.0 eV
2S+1 = 1
M = 68.12 g mol⁻¹
calculated total energy = -195.2069 Eh
total charge = 0
SMILES string = C#CC(C)C

---

2.
The following is a quantum chemistry calculation of the molecule C3H3NO2 in a non-equilibrium geometry, from the Open Molecules 2025 dataset.

```
9
Properties=species:S:1:pos:R:3:forces:R:3
N 3.25351 0.36159 -0.26119 3.30 0.93 -0.89
C 2.19857 0.07378 -0.01487 -1.73 -0.76 1.48
C 0.85800 -0.25305 0.29291 -3.51 -0.57 -1.73
O 0.59945 -1.64823 0.18406 -1.37 1.64 0.20
C -0.13721 0.80555 -0.20663 -2.63 -5.60 1.40
O 0.05105 0.47696 1.16167 1.35 -0.15 1.28
H -0.40255 -1.71412 0.18924 1.73 -0.09 0.05
H 0.14145 1.71842 -0.42221 1.62 4.51 -1.43
H -1.18053 0.51228 -0.49418 1.24 0.08 -0.35
```
Positions in Å, forces in eV/Å.

Summary:
HOMO = -10.9 eV
2S+1 = 1
M = 85.06 g mol⁻¹
calculated total energy = -321.2596 Eh
total charge = 0
SMILES string = N#C[C@]1(O)CO1

---

3.
The following is a quantum chemistry calculation of a structure of composition C4H7NO2, from the Open Molecules 2025 dataset.

```
14
Properties=species:S:1:pos:R:3:forces:R:3
C -1.46523 -0.99089 0.47595 -0.01 0.01 -0.03
C -0.14657 -0.53892 -0.15435 0.10 -0.05 -0.04
C -0.02413 0.95182 -0.51783 -0.16 0.03 -0.11
O 0.49944 1.21290 0.83505 0.17 0.07 0.14
C 0.78798 -0.11704 0.97859 0.42 -0.31 0.36
O 1.54179 -0.62317 1.75047 -0.52 0.18 -0.28
N 0.99638 1.25194 -1.48225 0.02 0.00 -0.04
H -1.75766 -0.30112 1.27729 -0.01 -0.11 -0.22
H -2.27585 -1.05448 -0.25519 0.14 0.02 0.06
H -1.31835 -1.97644 0.92891 -0.08 0.13 -0.09
H 0.23362 -1.24492 -0.89969 -0.03 0.10 0.20
H -0.92802 1.54089 -0.70784 0.16 -0.17 0.27
H 1.58455 0.45086 -1.69036 -0.11 0.01 0.11
H 1.60162 1.95124 -1.05954 -0.08 0.10 -0.35
```
Positions in Å, forces in eV/Å.

Summary:
HOMO = -10.3 eV
2S+1 = 1
M = 101.10 g mol⁻¹
calculated total energy = -361.8407 Eh
total charge = 0

---

How do the records compare in energy relative to the best compared isomer or geometry (same formula, charge and spin)? In the order shown, they have 2.317; 3.213; 1.093 eV.
How do the records compare in gap between HOMO and LUMO? In the order shown, they have 11.137; 11.498; 11.260 eV.
How do the records compare in E_LUMO? In the order shown, they have 1.1; 0.6; 0.9 eV.